(1)
20
Properties=species:S:1:pos:R:3 method="wB97M-V/def2-TZVPD" total_charge=-1 orbital_gap_ha=0.0777 homo_ev=-6.70
Tl -0.53 -3.98 0.94
N -3.90 -1.63 1.14
O -5.05 -1.67 1.60
O -3.04 -2.46 1.51
O -3.62 -0.78 0.30
Cl 3.06 2.39 2.72
O 1.71 2.63 3.12
O 3.37 2.92 1.37
O 3.94 3.19 3.51
O 3.32 0.97 2.63
Cl 0.32 -0.35 0.71
O -0.54 -1.19 1.54
O 0.31 0.98 1.11
O 1.66 -0.89 0.67
O -0.27 -0.54 -0.61
Cl -0.17 0.07 -4.48
O 0.36 1.43 -4.53
O -0.70 -0.25 -5.79
O 0.94 -0.75 -4.02
O -1.17 -0.10 -3.44

(2)
7
Properties=species:S:1:pos:R:3 method="wB97M-V/def2-TZVPD" total_charge=0 orbital_gap_ha="0.2204 / 0.2194" homo_ev="-9.64 / -9.61"
O -1.92 0.32 0.72
O 0.65 -3.12 -1.55
O -0.10 1.71 -0.28
P -0.48 0.35 0.53
Cl -0.27 -1.92 -1.11
Cl 1.49 2.26 -0.51
Cl 0.63 0.39 2.20

(3)
6
Properties=species:S:1:pos:R:3 method="wB97M-V/def2-TZVPD" total_charge=0 orbital_gap_ha="0.2733 / 0.2700" homo_ev="-9.53 / -9.49"
Cl -1.24 1.74 0.95
P -0.87 0.04 0.01
Cl -0.69 -1.26 1.38
Cl -2.84 -0.40 -0.56
O 1.64 -0.17 0.43
S 2.45 -0.42 -0.79

Summary of maximum force in eV Å⁻¹
2.339 1.936 3.902
(order as listed above)
Summary of ΔE to the lowest compared entry with this formula, charge and spin in kJ/mol
0.0 429.6 232.9
(order as listed above)